[1]
106
Properties=species:S:1:pos:R:3:lowdin_charge:R:1 method="wB97M-V/def2-TZVPD" multiplicity=1 de_lowest_kj_mol=0.0 molar_mass_g_mol=950.14 gap_ev=7.930
Na 0.3967 -0.8711 -0.3416 0.07
O 0.4688 -1.6105 2.1232 -0.49
S 0.0731 -0.1609 2.2750 0.92
C -1.5404 -0.0951 3.0306 -0.34
C -1.8820 0.7508 4.0793 -0.08
C -3.1952 0.8058 4.5225 -0.06
C -4.1633 0.0255 3.9128 -0.06
C -3.8251 -0.7683 2.8274 -0.07
C -2.5204 -0.8330 2.3452 -0.33
P -2.1749 -1.6814 0.7269 1.12
C -2.4129 -3.4393 1.1165 -0.36
C -2.6017 -4.3292 0.0573 -0.11
C -2.7051 -5.6905 0.2925 -0.08
C -2.6037 -6.1840 1.5876 -0.09
C -2.4011 -5.3092 2.6430 -0.08
C -2.3084 -3.9425 2.4104 -0.08
C -3.6653 -1.2161 -0.2083 -0.37
C -4.8676 -1.9179 -0.2301 -0.10
C -5.9410 -1.4402 -0.9692 -0.08
C -5.8228 -0.2560 -1.6856 -0.08
C -4.6222 0.4403 -1.6809 -0.08
C -3.5426 -0.0470 -0.9587 -0.09
C 1.2796 0.5644 3.3628 -0.36
C 1.1886 0.5304 4.7472 -0.07
C 2.1841 1.1149 5.5171 -0.06
C 3.2657 1.7158 4.8920 -0.06
C 3.3904 1.6673 3.5100 -0.08
C 2.4192 1.0649 2.7153 -0.35
P 2.6588 0.7638 0.9050 1.11
C 3.4161 -0.9111 0.9931 -0.36
C 4.1873 -1.3318 2.0755 -0.08
C 4.6868 -2.6240 2.1384 -0.07
C 4.4223 -3.5228 1.1163 -0.08
C 3.6601 -3.1205 0.0299 -0.06
C 3.1606 -1.8268 -0.0303 -0.10
C 4.0565 1.8518 0.5078 -0.40
C 3.7732 3.2180 0.4234 -0.10
C 4.7589 4.1171 0.0528 -0.08
C 6.0337 3.6590 -0.2624 -0.09
C 6.3151 2.3039 -0.2013 -0.08
C 5.3316 1.3999 0.1865 -0.08
H -1.1373 1.3826 4.5369 0.09
H -3.4571 1.4637 5.3415 0.11
H -5.1887 0.0553 4.2585 0.11
H -4.5998 -1.3278 2.3174 0.10
H -2.6799 -3.9561 -0.9583 0.09
H -2.8612 -6.3668 -0.5386 0.10
H -2.6801 -7.2482 1.7712 0.10
H -2.3127 -5.6854 3.6545 0.10
H -2.1442 -3.2662 3.2383 0.10
H -4.9708 -2.8420 0.3273 0.11
H -6.8714 -1.9941 -0.9847 0.10
H -6.6629 0.1128 -2.2612 0.10
H -4.5066 1.3443 -2.2664 0.10
H -2.5898 0.4703 -1.0104 0.09
H 0.3527 0.0390 5.2250 0.11
H 2.1137 1.0982 6.5969 0.11
H 4.0378 2.1937 5.4820 0.11
H 4.2725 2.0848 3.0396 0.11
H 4.3911 -0.6475 2.8887 0.10
H 5.2769 -2.9319 2.9926 0.10
H 4.8050 -4.5344 1.1657 0.10
H 3.4445 -3.8114 -0.7753 0.11
H 2.5824 -1.5622 -0.9111 0.09
H 2.7709 3.5743 0.6397 0.10
H 4.5277 5.1731 -0.0063 0.10
H 6.8024 4.3599 -0.5623 0.10
H 7.3038 1.9424 -0.4549 0.10
H 5.5577 0.3428 0.2317 0.10
C -2.6536 3.9921 0.5431 -0.07
C -2.1779 4.1950 1.8289 -0.07
C -0.9395 3.6670 2.1624 -0.16
N -0.1856 2.9569 1.3227 0.06
C -0.6518 2.7727 0.0829 -0.13
C -1.8696 3.2781 -0.3512 -0.05
H -3.6166 4.3875 0.2433 0.11
H -2.7453 4.7500 2.5643 0.10
H -0.5329 3.8183 3.1596 0.10
H -0.0414 2.1744 -0.6016 0.09
H -2.1947 3.0913 -1.3667 0.09
O 0.0468 0.2482 -1.9846 -0.34
C 0.0684 0.2556 -3.3502 -0.65
C 1.3468 0.9163 -3.8592 -0.45
C 1.6660 1.4656 -5.0659 -0.13
C 3.0121 1.9259 -5.1253 -0.19
C 3.6788 1.7209 -3.9553 -0.41
S 2.6795 0.9775 -2.7830 1.07
C 0.0355 -1.1885 -3.8662 -0.47
C 0.5455 -1.7704 -4.9853 -0.11
C 0.2685 -3.1642 -5.0661 -0.18
C -0.4431 -3.6144 -3.9976 -0.41
S -0.7865 -2.3518 -2.8921 1.04
C -1.1302 1.0257 -3.9283 -0.44
C -1.3274 2.3765 -3.8553 -0.14
C -2.5590 2.7931 -4.4266 -0.19
C -3.2683 1.7472 -4.9431 -0.43
S -2.4634 0.2650 -4.6879 1.05
H 0.9537 1.5474 -5.8771 0.12
H 3.4535 2.4041 -5.9896 0.10
H 4.6938 2.0003 -3.7164 0.06
H 1.1118 -1.2115 -5.7177 0.11
H 0.5914 -3.8044 -5.8755 0.10
H -0.7790 -4.6230 -3.8127 0.06
H -0.5927 3.0455 -3.4249 0.12
H -2.8828 3.8240 -4.4820 0.10
H -4.2188 1.7782 -5.4532 0.06



[2]
116
Properties=species:S:1:pos:R:3:lowdin_spin:R:1 method="wB97M-V/def2-TZVPD" multiplicity=4 de_lowest_kj_mol=177.6 molar_mass_g_mol=1234.15 gap_ev="6.759 / 7.141" s2=3.78
Cr -1.5826 0.1547 0.2501 2.88
C -5.7254 0.9990 0.2886 0.00
C -4.6355 0.2980 -0.2010 0.01
N -3.5677 0.5038 0.5798 -0.02
N -3.9529 1.3566 1.5551 0.00
C -5.2353 1.6729 1.3933 0.01
B -2.9117 1.7996 2.6032 0.00
N -2.2547 0.4951 3.1168 0.00
C -2.3949 -0.1139 4.2942 0.01
C -1.7395 -1.3317 4.2472 0.00
C -1.2264 -1.3990 2.9595 0.01
N -1.5197 -0.2885 2.2787 -0.02
N -1.8169 2.6093 1.8857 0.00
C -1.4153 3.8669 2.0722 0.01
C -0.4832 4.1829 1.0991 0.00
C -0.3808 3.0285 0.3329 0.01
N -1.1924 2.0815 0.8121 -0.01
H -6.7203 1.0378 -0.1204 0.00
H -4.5657 -0.3507 -1.0609 0.00
H -5.7177 2.3558 2.0747 0.00
H -3.4071 2.4293 3.4969 0.00
H -2.9569 0.3609 5.0834 0.00
H -1.6606 -2.0738 5.0232 0.00
H -0.6627 -2.1806 2.4933 0.00
H -1.8256 4.4563 2.8773 0.00
H 0.0273 5.1188 0.9510 0.00
H 0.1921 2.8653 -0.5658 0.00
Cl -4.1859 5.2815 0.4896 0.00
C -3.4750 4.5106 -0.9481 0.00
C -3.1310 3.1864 -0.8759 0.00
C -2.6414 2.6790 -2.0137 0.00
Cl -2.0652 0.9131 -2.0229 0.00
C -2.5123 3.3276 -3.2353 0.00
Cl -2.0415 2.5053 -4.6939 0.00
C -2.8317 4.6803 -3.2605 0.00
Cl -2.6644 5.5851 -4.7232 0.00
C -3.3009 5.2930 -2.0883 0.00
Cl -3.6523 6.9891 -2.1021 0.00
C 2.6883 0.7207 -0.0216 0.00
C 3.9168 0.0493 -0.6228 0.00
As 5.6384 0.6799 0.1115 0.00
C 5.1271 2.5667 0.2013 0.00
C 5.1121 3.2555 -1.0120 0.00
C 4.6961 4.5798 -1.0696 0.00
C 4.3049 5.2360 0.0913 0.00
C 4.3371 4.5629 1.3049 0.00
C 4.7444 3.2337 1.3608 0.00
C 5.4033 0.1570 1.9735 0.00
C 6.2827 0.6893 2.9174 0.00
C 6.2358 0.2792 4.2423 0.00
C 5.3186 -0.6862 4.6397 0.00
C 4.4561 -1.2397 3.7047 0.00
C 4.5007 -0.8233 2.3784 0.00
P 1.0723 0.2340 -0.7980 -0.01
C 1.1551 -1.5781 -0.6896 0.00
C 1.2136 -1.9851 0.7336 0.00
C 0.9056 -3.1755 1.2400 0.00
C 0.3673 -4.3386 0.4720 0.00
C 0.4542 -3.8111 -1.6301 0.00
C 0.9272 -2.3932 -1.7133 0.00
C 1.2902 0.8044 -2.5337 0.00
C 1.9934 2.0003 -2.7189 0.00
C 2.2592 2.4916 -3.9881 0.00
C 1.8310 1.7953 -5.1078 0.00
C 1.0753 0.6461 -4.9407 0.00
C 0.7769 0.1746 -3.6698 0.00
H 2.7756 1.8017 -0.0920 0.00
H 2.6094 0.5105 1.0435 0.00
H 3.9770 0.2338 -1.6955 0.00
H 3.8870 -1.0347 -0.5014 0.00
H 5.4200 2.7532 -1.9235 0.00
H 4.6852 5.1028 -2.0185 0.00
H 3.9798 6.2684 0.0494 0.00
H 4.0395 5.0716 2.2138 0.00
H 4.7441 2.7153 2.3111 0.00
H 7.0104 1.4349 2.6166 0.00
H 6.9230 0.7049 4.9631 0.00
H 5.2853 -1.0127 5.6714 0.00
H 3.7455 -2.0012 4.0043 0.00
H 3.8320 -1.2864 1.6648 0.00
H 1.5502 -1.2298 1.4368 0.00
H 1.0858 -3.3407 2.2984 0.00
H 0.1238 -5.1662 1.1345 0.00
H 0.2744 -4.2105 -2.6245 0.00
H 0.9681 -1.9982 -2.7107 0.00
H 2.3655 2.5626 -1.8723 0.00
H 2.8081 3.4192 -4.0955 0.00
H 2.0484 2.1683 -6.1006 0.00
H 0.6848 0.1214 -5.8038 0.00
H 0.1007 -0.6632 -3.5819 0.00
O -1.5778 -1.6511 -0.3479 0.10
C -1.9456 -3.0020 -0.4198 0.01
C -2.7797 -3.4082 0.8113 0.00
C -3.8827 -2.7281 1.2329 0.00
C -4.4653 -3.2498 2.4181 0.00
C -3.7842 -4.3295 2.8913 0.00
S -2.4664 -4.7198 1.8822 0.00
C -2.8320 -3.1090 -1.6541 0.00
C -3.9769 -3.8143 -1.8611 0.00
C -4.4644 -3.7062 -3.1978 0.00
C -3.6746 -2.9175 -3.9762 0.00
S -2.3516 -2.2963 -3.0903 0.00
C -0.7321 -4.0361 -0.6128 0.00
C 1.3162 -4.7197 -0.7071 0.00
C 1.1571 -6.1654 -1.0698 0.00
C -0.0676 -6.6473 -1.2360 0.00
S -1.5044 -5.6598 -1.0864 0.00
H -4.2700 -1.8741 0.7052 0.00
H -5.3455 -2.8363 2.8926 0.00
H -3.9987 -4.9363 3.7587 0.00
H -4.4597 -4.3945 -1.0852 0.00
H -5.3649 -4.1886 -3.5529 0.00
H -3.8083 -2.6496 -5.0135 0.00
H 2.3534 -4.4193 -0.5856 0.00
H 2.0282 -6.7982 -1.1901 0.00
H -0.2756 -7.6791 -1.4946 0.00



[3]
112
Properties=species:S:1:pos:R:3:lowdin_spin:R:1 method="wB97M-V/def2-TZVPD" charge=-2 multiplicity=5 de_lowest_kj_mol=353.1 molar_mass_g_mol=1363.02 gap_ev="5.148 / 5.156" s2=6.00
Pm 0.1639 -0.0502 -0.6300 4.04
C -1.6173 4.6750 -2.5462 0.00
C -2.7059 3.6826 -2.4118 0.00
C -3.9189 3.9198 -3.0800 0.00
C -5.0103 3.1615 -2.7654 0.00
C -4.8813 2.1628 -1.8244 0.00
C -5.9193 1.3891 -1.2110 0.00
Br -7.7298 1.7011 -1.6537 0.00
C -5.6721 0.3785 -0.3055 0.00
C -4.3753 0.0316 0.1190 0.00
Br -4.2026 -1.4939 1.2225 0.00
C -3.2613 0.6746 -0.4221 0.00
O -2.0607 0.3337 -0.2511 0.00
C -3.5023 1.8211 -1.3527 0.00
N -2.5267 2.6389 -1.5567 0.00
H -2.0881 5.6069 -2.7861 0.00
H -0.8814 4.3722 -3.3150 0.00
H -1.1785 4.8010 -1.5517 0.00
H -3.9647 4.6636 -3.8649 0.00
H -5.9755 3.3618 -3.2631 0.00
H -6.4738 -0.2609 0.0669 0.00
Cl 3.0615 6.6145 -0.4932 0.00
C 2.1991 5.2030 -0.8648 0.00
C 2.3562 4.8055 -2.2472 0.00
C 1.8099 3.6366 -2.6752 0.00
I 1.6046 3.2808 -4.7080 0.00
C 1.4067 2.6759 -1.6823 0.00
O 1.1898 1.4223 -1.9493 -0.01
C 1.2249 3.0573 -0.3491 0.00
N 0.6254 2.1766 0.5401 0.00
C 0.0627 2.6444 1.6244 0.00
C 0.3387 3.9750 2.1504 0.00
C 1.1202 4.8094 1.4112 0.00
C 1.4614 4.3908 0.0822 0.00
H 2.9566 5.4773 -2.8362 0.00
H -0.3604 1.9273 2.2454 0.00
H -0.0468 4.1493 3.1439 0.00
H 1.5824 5.7086 1.8107 0.00
C 0.0610 -0.5905 -7.0586 0.00
C 0.9981 -0.4586 -5.9824 0.00
C 0.5793 -0.3616 -4.6536 0.00
C -0.7080 -0.7637 -4.2533 0.00
C -1.0628 -0.8481 -2.9057 -0.01
C -2.3162 -1.4954 -2.6990 0.00
C -3.2613 -1.5869 -3.7361 0.00
C -3.0010 -1.2710 -5.0396 0.00
C -1.6583 -0.8905 -5.3489 0.00
C -1.2751 -0.7142 -6.7528 0.00
H 0.3598 -0.6719 -8.1260 0.00
H 2.1046 -0.4720 -6.2202 0.00
H 1.2259 -0.1618 -3.8078 0.00
H -2.5392 -1.9716 -1.7473 0.00
H -4.2629 -1.9228 -3.4704 0.00
H -3.7424 -1.3780 -5.8247 0.00
H -2.0123 -0.8642 -7.5771 0.00
Cl -2.5150 -5.7720 -2.3231 0.00
C -1.0691 -5.5522 -1.3647 0.00
Cl -0.7789 -3.8440 -0.6260 0.00
H -0.1656 -5.8183 -1.9196 0.00
H -1.2488 -6.1323 -0.4721 0.00
N -5.5989 1.9494 3.9888 0.00
N -4.9761 2.3970 2.7669 0.00
H -5.2567 0.9867 4.0871 0.00
H -6.5858 1.9101 3.8729 0.00
H -4.3316 3.0908 3.1550 0.00
H -5.7082 2.9809 2.2011 0.00
N 0.8790 -0.7589 1.4366 -0.01
P 1.5545 -1.2070 2.7544 0.00
C 0.4106 -1.3884 4.0763 0.00
C -0.8776 -1.7270 3.7522 0.00
C -1.6069 -2.2923 4.7956 0.00
C -1.1966 -2.1911 6.1226 0.00
C 0.0539 -1.7088 6.4127 0.00
C 0.9206 -1.2922 5.4037 0.00
C 2.8757 -0.0691 3.3297 0.00
C 2.4836 1.1834 3.9054 0.00
C 3.3279 2.2648 3.8323 0.00
C 4.7127 2.0683 3.5795 0.00
C 5.1655 0.8447 3.1740 0.00
C 4.2202 -0.1796 2.8895 0.00
C 2.4905 -2.7525 2.6771 0.00
C 2.3058 -3.6726 1.6368 0.00
C 2.7407 -5.0168 1.7641 0.00
C 3.6220 -5.3670 2.8054 0.00
C 3.8657 -4.4174 3.8033 0.00
C 3.2386 -3.1473 3.7889 0.00
H -1.2436 -1.6024 2.6966 0.00
H -2.5892 -2.7279 4.6384 0.00
H -1.9177 -2.4461 6.8648 0.00
H 0.4417 -1.7111 7.4342 0.00
H 1.8916 -0.9159 5.6719 0.00
H 1.5312 1.2335 4.4079 0.00
H 2.9388 3.2281 4.1000 0.00
H 5.3780 2.9450 3.5698 0.00
H 6.2005 0.6762 3.0735 0.00
H 4.5653 -1.1057 2.3655 0.00
H 1.7825 -3.3630 0.7022 0.00
H 2.4662 -5.6987 0.9594 0.00
H 4.2640 -6.2254 2.7989 0.00
H 4.5372 -4.5871 4.6486 0.00
H 3.4907 -2.4987 4.6186 0.00
C 4.5310 -3.0937 -2.1021 0.00
C 3.3333 -3.4442 -2.6847 0.00
C 2.1633 -2.7469 -2.4170 0.00
C 2.1991 -1.7182 -1.5767 -0.01
C 3.3640 -1.3707 -0.9547 0.00
C 4.5507 -2.0556 -1.1609 0.00
H 5.4353 -3.6026 -2.4336 0.00
H 3.2823 -4.1681 -3.4809 0.00
H 1.2193 -3.0035 -2.8489 0.00
H 3.4338 -0.7170 -0.1228 0.00
H 5.4982 -1.7518 -0.6908 0.00



[4]
119
Properties=species:S:1:pos:R:3:lowdin_spin:R:1 method="wB97M-V/def2-TZVPD" multiplicity=2 de_lowest_kj_mol=344.8 molar_mass_g_mol=1187.84 gap_ev="6.507 / 6.824" s2=0.75
Ti -1.7645 0.0563 0.5267 0.00
O 2.7605 0.6945 1.1240 0.00
N 1.8034 0.8997 2.0803 0.00
C 2.2879 1.2553 3.1950 0.00
C 1.4166 1.4737 4.3555 0.00
C 2.0608 1.5635 5.5884 0.00
C 1.3520 1.7129 6.7687 0.00
C -0.0283 1.7893 6.7151 0.00
C -0.6796 1.7352 5.4896 0.00
C 0.0122 1.5778 4.2921 0.00
P -0.8893 1.7057 2.6760 0.00
C -2.6100 2.0311 3.2356 0.00
C -3.2920 1.0319 3.9336 0.00
C -4.6304 1.1823 4.2578 0.00
C -5.3122 2.3303 3.8782 0.00
C -4.6458 3.3255 3.1812 0.00
C -3.3033 3.1787 2.8618 0.00
C -0.3175 3.3688 2.1636 0.00
C -0.0470 3.6501 0.8298 0.00
C 0.3618 4.9219 0.4493 0.00
C 0.5014 5.9214 1.3985 0.00
C 0.2288 5.6502 2.7337 0.00
C -0.1763 4.3815 3.1143 0.00
H 2.3126 0.0836 0.5024 0.00
H 3.3670 1.3283 3.3297 0.00
H 3.1428 1.5023 5.6109 0.00
H 1.8739 1.7742 7.7147 0.00
H -0.6089 1.9161 7.6195 0.00
H -1.7550 1.8397 5.4791 0.00
H -2.7757 0.1248 4.2228 0.00
H -5.1436 0.3949 4.7944 0.00
H -6.3613 2.4436 4.1189 0.00
H -5.1730 4.2186 2.8713 0.00
H -2.8035 3.9553 2.2984 0.00
H -0.1586 2.8748 0.0864 0.00
H 0.5706 5.1238 -0.5937 0.00
H 0.8210 6.9124 1.1018 0.00
H 0.3325 6.4280 3.4795 0.00
H -0.3877 4.1811 4.1573 0.00
S 0.1398 0.4895 -0.8345 0.00
C 0.2993 1.4556 -2.3273 0.00
C 1.6488 1.7240 -2.5848 0.00
C 2.0532 2.3578 -3.7453 0.00
C 1.1073 2.7315 -4.6870 0.00
C -0.2323 2.4819 -4.4357 0.00
C -0.6646 1.8565 -3.2654 0.00
As -2.5713 1.7501 -2.8405 0.00
C -3.0009 -0.0671 -3.4759 0.01
C -2.1502 -0.7702 -4.2159 0.00
C -2.4184 -2.1301 -4.7668 0.01
C -3.8033 -2.7366 -4.4360 0.09
C -4.7619 -1.8463 -3.7653 0.60
C -4.3665 -0.5965 -3.0809 0.09
C -3.2966 2.7252 -4.3816 0.00
C -3.5107 4.0902 -4.1971 0.00
C -4.0256 4.8746 -5.2190 0.00
C -4.3550 4.2958 -6.4367 0.00
C -4.1629 2.9348 -6.6257 0.00
C -3.6338 2.1546 -5.6052 0.00
H 2.3874 1.4211 -1.8523 0.00
H 3.1053 2.5527 -3.9097 0.00
H 1.4050 3.2198 -5.6060 0.00
H -0.9683 2.7915 -5.1663 0.00
H -1.1825 -0.3412 -4.4630 0.00
H -2.1969 -2.1439 -5.8365 0.00
H -4.2682 -3.1875 -5.3156 0.01
H -5.7823 -2.1848 -3.6351 0.03
H -5.1125 0.1757 -3.3091 0.02
H -3.2717 4.5435 -3.2410 0.00
H -4.1793 5.9347 -5.0615 0.00
H -4.7658 4.9026 -7.2335 0.00
H -4.4239 2.4774 -7.5720 0.00
H -3.4796 1.0947 -5.7658 0.00
N 0.4847 -3.1685 7.3613 0.00
C 0.0572 -3.0121 6.0651 0.00
C -0.8766 -3.8985 5.5133 0.00
C -1.3426 -3.7145 4.2282 0.00
C -0.8754 -2.6414 3.4808 0.00
C 0.0682 -1.7631 4.0040 0.00
C 0.5275 -1.9433 5.2900 0.00
S -1.5260 -2.3451 1.8970 0.00
O -2.3729 -1.0827 2.0092 0.00
O -2.2836 -3.4690 1.4637 0.00
N -0.4190 -1.6712 0.9747 0.00
C 0.6885 -2.4547 0.6338 0.00
N 0.5864 -3.7625 0.8642 0.00
C 1.6082 -4.5156 0.4867 0.00
C 2.7390 -3.9859 -0.1090 0.00
C 2.7743 -2.6082 -0.2113 0.00
N 1.7688 -1.8326 0.1746 0.00
H 0.3229 -4.0483 7.8172 0.00
H 1.3020 -2.6666 7.6583 0.00
H -1.2362 -4.7314 6.1049 0.00
H -2.0625 -4.3939 3.7929 0.00
H 0.4456 -0.9518 3.3914 0.00
H 1.2499 -1.2516 5.7072 0.00
H 1.5130 -5.5798 0.6730 0.00
H 3.5596 -4.6058 -0.4371 0.00
H 3.6491 -2.0974 -0.6002 0.00
N -0.0681 -2.7719 -2.1324 0.00
C -0.7852 -3.0156 -2.9962 0.00
C -1.7090 -3.3570 -4.0771 0.00
C -3.0996 -3.8694 -3.5865 0.05
C -3.4659 -5.2606 -3.9734 0.00
C -2.7463 -5.9708 -4.8385 0.01
C -1.5056 -5.4391 -5.4146 0.00
C -1.0064 -4.2596 -5.0576 0.01
H -3.2389 -3.7117 -2.5196 0.00
H -4.3729 -5.6698 -3.5427 0.00
H -3.0580 -6.9675 -5.1230 0.00
H -0.9727 -6.0477 -6.1346 0.00
H -0.0681 -3.8980 -5.4626 0.00
F -2.5760 -0.6375 -1.0532 0.01
P -4.6253 -0.7069 -1.2166 0.03
F -4.7183 0.9020 -1.1637 0.01
F -4.3924 -0.6287 0.3819 0.00
F -4.3319 -2.2849 -1.1396 0.02
F -6.1888 -0.9066 -1.1791 0.00
F -2.4728 1.6548 0.3453 0.00